1.
Here is a single C4H6O2 molecule from the OMol25 dataset. Energies are from wB97M-V/def2-TZVPD.

Structure (XYZ):
```
12
Properties=species:S:1:pos:R:3:mulliken_charge:R:1
C 0.1557 -0.6336 -1.5224 -1.115
C -0.7605 -0.2911 -0.3690 0.681
O -1.7432 -0.9370 -0.0824 -0.542
C -0.2676 0.8419 0.5291 -0.497
C 0.5228 0.2490 1.6892 0.029
O 1.7271 0.3096 1.7667 -0.458
H 1.1073 -0.9329 -1.0898 0.307
H 0.3564 0.2370 -2.1597 0.336
H -0.2657 -1.4533 -2.1062 0.316
H 0.4052 1.5107 -0.0137 0.292
H -1.1501 1.3705 0.9009 0.312
H -0.0875 -0.2708 2.4575 0.337
```

Output
Maximum force   0.7 eV/Å
Total charge   0
Highest occupied orbital energy   -10.0 eV
SMILES string   CC(=O)CC=O
Energy above the lowest of the compared OMol25 structures with the same formula, charge and spin   0.774 eV
Gap between HOMO and LUMO   10.565 eV
Spin multiplicity   1

***

2.
Here is a single C4H6O2 molecule at a distorted geometry from the OMol25 dataset. Energies are from wB97M-V/def2-TZVPD.

Structure (XYZ):
```
12
Properties=species:S:1:pos:R:3:mulliken_charge:R:1
O 0.5654 0.6642 2.0080 -0.493
C 1.4219 0.7742 1.1543 0.082
C 1.3383 0.2295 -0.2070 -0.417
C 0.2217 -0.3028 -0.7125 -0.099
C -1.1587 -0.5557 -0.0177 -0.406
O -2.1498 -0.8895 -0.9703 -0.507
H 2.3496 1.3678 1.3718 0.297
H 2.2177 0.3802 -0.8103 0.335
H 0.1524 -0.5604 -1.7960 0.323
H -1.0386 -1.4053 0.7025 0.266
H -1.4231 0.3307 0.5382 0.311
H -2.4968 -0.0328 -1.2610 0.309
```

Output
Maximum force   2.0 eV/Å
Total charge   0
Highest occupied orbital energy   -9.9 eV
SMILES string   O=C/C=C\CO
Energy above the lowest of the compared OMol25 structures with the same formula, charge and spin   1.692 eV
Gap between HOMO and LUMO   10.043 eV
Spin multiplicity   1

***

3.
Here is a single C4H6O2 molecule from the OMol25 dataset. Energies are from wB97M-V/def2-TZVPD.

Structure (XYZ):
```
12
Properties=species:S:1:pos:R:3:mulliken_charge:R:1
O 2.2466 0.9774 -0.0753 -0.470
C 1.0853 0.7196 -0.0507 0.512
C 0.4436 -0.6230 -0.3052 -0.379
C -0.6576 -1.0307 0.6761 -0.973
C -0.8989 2.0647 -0.3878 -0.263
O 0.1815 1.7729 0.2972 -0.140
H 0.0480 -0.6096 -1.3280 0.323
H 1.2668 -1.3406 -0.2960 0.299
H -1.1376 -1.9444 0.3151 0.306
H -0.2474 -1.2329 1.6702 0.309
H -1.4314 -0.2637 0.7812 0.303
H -0.9209 1.3552 -1.2649 0.174
```

Output
Maximum force   0.7 eV/Å
Total charge   0
Highest occupied orbital energy   -9.1 eV
Energy above the lowest of the compared OMol25 structures with the same formula, charge and spin   3.515 eV
Gap between HOMO and LUMO   9.094 eV
Spin multiplicity   1

***

4.
Here is a molecular structure, C4H6O2 from the OMol25 dataset. Energies are from wB97M-V/def2-TZVPD.

Structure (XYZ):
```
12
Properties=species:S:1:pos:R:3:mulliken_charge:R:1
O 0.7742 0.6294 2.4708 -0.473
C 0.3329 -0.0039 1.5440 -0.251
C 0.2648 0.4987 0.1264 0.239
C 0.6871 -0.5723 -0.8955 -0.478
O -0.6747 -0.8591 -1.2338 -0.393
C -1.1189 0.3024 -0.5239 -0.442
H -0.0570 -1.0380 1.6886 0.348
H 0.7168 1.4896 0.0599 0.358
H 1.2513 -0.1781 -1.7512 0.247
H 1.2087 -1.4464 -0.4898 0.306
H -1.9675 0.0892 0.1375 0.302
H -1.3874 1.1215 -1.2024 0.237
```

Output
Maximum force   0.5 eV/Å
Total charge   0
Highest occupied orbital energy   -9.9 eV
Energy above the lowest of the compared OMol25 structures with the same formula, charge and spin   1.962 eV
Gap between HOMO and LUMO   10.815 eV
Spin multiplicity   1

***

5.
Here is 2 unconnected molecules or ions with the total composition C4H6O2 from the OMol25 dataset. Energies are from wB97M-V/def2-TZVPD.

Structure (XYZ):
```
12
Properties=species:S:1:pos:R:3:mulliken_charge:R:1
O 2.3647 -0.6478 0.9533 -0.458
C 1.9543 0.0960 0.1103 0.223
O 0.7265 0.0357 -0.4907 -0.304
C -0.1988 -0.8857 0.0136 -0.051
C -1.2930 -1.1683 -0.6852 -0.610
C -0.6970 1.6557 0.8634 -0.306
H 2.5019 0.9446 -0.3317 0.357
H 0.0637 -1.2955 0.9847 0.317
H -1.4805 -0.7302 -1.6640 0.275
H -2.0368 -1.8483 -0.2762 0.243
H -0.2168 2.3588 0.1419 0.161
H -1.6883 1.4849 0.3805 0.152
```

Output
Maximum force   0.8 eV/Å
Total charge   0
Highest occupied orbital energy (spin up / spin down)   -9.6 / -9.6 eV
Energy above the lowest of the compared OMol25 structures with the same formula, charge and spin   5.826 eV
Gap between HOMO and LUMO (spin up / spin down)   8.821 / 8.817 eV
Spin multiplicity   1

***

6.
Here is a single C4H6O2 molecule from the OMol25 dataset. Energies are from wB97M-V/def2-TZVPD.

Structure (XYZ):
```
12
Properties=species:S:1:pos:R:3:mulliken_charge:R:1
O 1.5984 -0.8557 -0.9991 -0.551
C 0.3366 -0.6810 -0.4195 0.260
C 0.2184 -0.2795 1.0848 -0.759
C -0.8746 0.6923 0.6474 -0.010
O -0.2004 1.6763 -0.1298 -0.407
C -0.6000 0.4742 -0.7776 -0.496
H 1.7813 -0.1134 -1.5812 0.330
H -0.2386 -1.6021 -0.5733 0.261
H -0.0582 -1.1035 1.7454 0.270
H 1.0844 0.2564 1.4831 0.266
H -1.8136 0.9548 1.1233 0.423
H -1.2381 0.5865 -1.6491 0.413
```

Output
Maximum force   0.4 eV/Å
Total charge   0
Highest occupied orbital energy   -10.0 eV
SMILES string   O[C@H]1C[C@H]2O[C@@H]12
Energy above the lowest of the compared OMol25 structures with the same formula, charge and spin   2.668 eV
Gap between HOMO and LUMO   11.020 eV
Spin multiplicity   1

***

7.
Here is a single C4H6O2 molecule at a distorted geometry from the OMol25 dataset. Energies are from wB97M-V/def2-TZVPD.

Structure (XYZ):
```
12
Properties=species:S:1:pos:R:3:mulliken_charge:R:1
C 0.3848 -1.2477 -0.3618 -0.697
C -0.6331 -0.2606 -0.4439 0.223
O -1.7789 -0.4942 0.3183 -0.481
C -0.0064 1.1261 -0.2844 -0.520
C 0.9565 0.8725 0.8168 0.076
O 1.6921 -0.1739 0.7334 -0.458
H 0.1194 -2.2111 0.0617 0.321
H 1.0899 -1.3299 -1.1883 0.219
H -2.4426 -0.9056 -0.2512 0.403
H -0.7206 1.9052 -0.0088 0.315
H 0.5208 1.4126 -1.2028 0.254
H 0.8181 1.3066 1.8109 0.345
```

Output
Maximum force   5.5 eV/Å
Total charge   0
Highest occupied orbital energy (spin up / spin down)   -7.8 / -7.8 eV
SMILES string   C=C(O)CC=O
Energy above the lowest of the compared OMol25 structures with the same formula, charge and spin   4.106 eV
Gap between HOMO and LUMO (spin up / spin down)   7.576 / 7.577 eV
Spin multiplicity   1

***

8.
Here is a molecular structure, C4H6O2 from the OMol25 dataset. Energies are from wB97M-V/def2-TZVPD.

Structure (XYZ):
```
12
Properties=species:S:1:pos:R:3:mulliken_charge:R:1
O 2.4122 -0.7490 -0.1186 -0.466
C 1.7609 0.0514 0.5091 -0.171
C 0.4272 0.5701 0.0169 0.296
C -0.4154 -0.4049 -0.8055 -0.544
C -1.4909 -0.1189 0.2510 -0.284
O -0.5720 0.6642 1.0430 -0.423
H 2.1273 0.4735 1.4674 0.342
H 0.6070 1.5500 -0.4534 0.274
H -0.0176 -1.4214 -0.7811 0.208
H -0.6310 -0.1175 -1.8352 0.293
H -1.8706 -0.9827 0.8064 0.252
H -2.3369 0.4853 -0.1000 0.223
```

Output
Maximum force   0.5 eV/Å
Total charge   0
Highest occupied orbital energy   -9.7 eV
Energy above the lowest of the compared OMol25 structures with the same formula, charge and spin   1.921 eV
Gap between HOMO and LUMO   10.604 eV
Spin multiplicity   1